The following is a quantum chemistry calculation of a 2-piece molecular cluster, ClH2O2PS overall at a distorted geometry, from the Open Molecules 2025 dataset.

```
! RIJCOSX wB97M-V def2-TZVPD def2/J DEFGRID3
* xyz 0 1
S 3.149 0.634 -0.065
H 3.379 -0.601 0.424
Cl 1.113 0.721 -0.224
P -1.678 0.546 0.270
O -2.196 -1.064 -0.089
H -1.599 -1.652 0.463
O -2.169 1.416 -0.780
*
```

Results
Energy relative to the best compared isomer or geometry (same formula, charge and spin) = 241.1 kJ/mol
Structure (SMILES) = O=PO.SCl
Kohn-Sham gap = 0.32334 Eh
Max |F| = 2.697 eV Å⁻¹
Calculated total energy = -1351.4205 hartree


The following is a quantum chemistry calculation of a 2-piece molecular cluster, C2H6F2NP overall at a distorted geometry, from the Open Molecules 2025 dataset.

```
! RIJCOSX wB97M-V def2-TZVPD def2/J DEFGRID3
* xyz 0 3
H 0.734 -0.325 0.698
H 0.849 -1.689 -0.457
H -0.627 1.634 0.152
F -3.385 -1.124 0.758
F -3.029 1.142 0.784
C -0.252 1.171 -0.834
H -0.932 1.489 -1.673
H 0.914 1.317 -1.129
N -0.493 -0.233 -0.975
C 0.137 -0.982 0.029
P -3.193 0.092 -0.363
H -0.578 -1.526 0.694
*
```

Results
Kohn-Sham gap (spin up / spin down) = 0.30242 / 0.31608 Eh
Max |F| = 2.806 eV Å⁻¹
Calculated total energy = -675.5497 hartree


The following is a quantum chemistry calculation of a 2-piece molecular cluster, C3H11N2 overall at a distorted geometry, from the Open Molecules 2025 dataset.

```
! RIJCOSX wB97M-V def2-TZVPD def2/J DEFGRID3
* xyz 1 1
H -0.974 -1.891 0.435
H -0.663 0.491 -1.744
H 0.446 1.945 -1.445
H -0.235 2.165 0.569
H 2.658 -1.696 -0.285
H -0.714 -1.512 1.963
H -1.248 2.174 -1.791
C -0.536 1.489 -1.349
H 1.036 -1.090 -1.051
N -0.840 1.453 0.157
H -1.806 1.704 0.379
C 0.948 -1.414 0.949
C 1.635 -1.375 -0.194
H -0.706 0.455 0.541
H 1.490 -1.691 1.847
N -0.491 -1.208 1.019
*
```

Results
Energy relative to the best compared isomer or geometry (same formula, charge and spin) = 105.2 kJ/mol
Kohn-Sham gap = 0.36944 Eh
Max |F| = 1.595 eV Å⁻¹
Calculated total energy = -230.1423 hartree


The following is a quantum chemistry calculation of a 2-piece molecular cluster, C2HClN2O2 overall at a distorted geometry, from the Open Molecules 2025 dataset.

```
! RIJCOSX wB97M-V def2-TZVPD def2/J DEFGRID3
* xyz 0 1
N -1.093 0.620 -1.063
O 2.096 -0.479 2.697
Cl 1.404 0.097 -1.735
H -3.023 1.012 -1.031
O 1.118 -1.535 0.918
C 1.618 -1.114 1.848
N -2.194 0.596 -0.531
C 0.074 0.802 -1.103
*
```

Results
Energy relative to the best compared isomer or geometry (same formula, charge and spin) = 248.1 kJ/mol
Kohn-Sham gap (spin up / spin down) = 0.32722 / 0.32721 Eh
Max |F| = 3.087 eV Å⁻¹
Calculated total energy = -796.9015 hartree